Here is C38H33BrIN2OS5SbTcTe as an isolated structure from the OMol25 dataset. Energies are from ωB97M-V with the def2-TZVPD basis set.

```
84
C38H33BrIN2OS5SbTcTe ωB97M-V with the def2-TZVPD basis set
Tc 0.540 2.441 0.947
S 1.812 -0.932 3.099
Sb 1.654 1.216 3.727
S -0.607 2.004 2.741
S 2.554 2.606 1.847
S 1.955 2.246 5.633
S 0.287 3.506 -3.970
C 0.663 1.896 -4.336
C 1.014 1.175 -3.235
C 0.963 1.991 -2.089
C 0.609 3.291 -2.297
C 0.530 4.437 -1.380
C 0.481 5.735 -1.881
C 0.416 6.816 -1.027
C 0.416 6.604 0.346
C 0.485 5.314 0.796
N 0.529 4.248 -0.043
H 0.602 1.546 -5.356
H 1.321 0.143 -3.254
H 0.502 5.897 -2.951
H 0.377 7.820 -1.429
H 0.381 7.418 1.056
H 0.513 5.083 1.851
Br -2.800 5.242 -0.879
C -3.981 4.116 0.063
C -5.149 4.669 0.569
C -6.030 3.882 1.296
C -5.755 2.544 1.529
C -4.594 1.977 1.023
C -3.724 2.770 0.288
I -2.055 1.831 -0.519
H -5.362 5.715 0.392
H -6.936 4.326 1.686
H -6.441 1.936 2.103
H -4.374 0.933 1.195
C 0.570 -7.055 3.339
C 0.433 -5.706 2.686
C 1.058 -5.423 1.481
C 0.958 -4.185 0.853
C 1.664 -4.018 -0.471
C 0.192 -3.214 1.498
Te -0.175 -1.318 0.694
N 1.553 -0.753 -0.125
C 2.057 0.240 -0.625
O 1.231 1.500 -0.801
C 3.478 0.453 -0.978
C 3.947 1.597 -1.627
C 5.297 1.724 -1.911
C 6.184 0.722 -1.539
C 5.723 -0.404 -0.869
C 4.375 -0.541 -0.587
C -0.958 -2.033 -1.140
C -0.193 -2.025 -2.298
C -0.712 -2.540 -3.474
C -1.997 -3.069 -3.479
C -2.749 -3.074 -2.314
C -2.252 -2.553 -1.121
C -3.122 -2.599 0.110
C -0.455 -3.442 2.728
C -1.297 -2.432 3.478
C -0.319 -4.701 3.289
H 1.247 -7.701 2.782
H -0.399 -7.553 3.403
H 0.950 -6.955 4.356
H 1.655 -6.192 1.002
H 2.628 -4.524 -0.432
H 1.850 -2.982 -0.752
H 1.079 -4.484 -1.268
H 3.282 2.400 -1.911
H 5.658 2.609 -2.418
H 7.238 0.825 -1.764
H 6.418 -1.173 -0.556
H 4.008 -1.405 -0.047
H 0.825 -1.664 -2.275
H -0.113 -2.547 -4.376
H -2.412 -3.483 -4.388
H -3.750 -3.491 -2.324
H -4.162 -2.409 -0.150
H -2.859 -1.853 0.866
H -3.072 -3.578 0.592
H -0.947 -1.404 3.372
H -1.265 -2.649 4.544
H -2.344 -2.480 3.170
H -0.804 -4.899 4.239
```

Results
Spin multiplicity ... 2
HOMO (spin up / spin down) ... -0.4923 / -0.4926 Eh
Energy relative to the best compared isomer or geometry (same formula, charge and spin) ... 0.00 kcal/mol
Net charge ... +2
Energy ... -193303.268 eV

Here is C38H33Cl2O2P2Rh as an isolated structure from the OMol25 dataset. Energies are from ωB97M-V with the def2-TZVPD basis set.

```
78
C38H33Cl2O2P2Rh ωB97M-V with the def2-TZVPD basis set
C 2.079 2.447 -2.886
C 2.230 2.492 -1.505
C 3.507 2.577 -0.927
C 4.624 2.761 -1.749
C 4.451 2.868 -3.125
C 3.184 2.673 -3.706
P 0.771 2.215 -0.483
C 1.259 3.015 1.086
C 1.560 2.188 2.172
C 1.985 2.758 3.374
C 2.128 4.147 3.477
C 1.812 4.974 2.388
C 1.366 4.409 1.187
Rh 0.158 0.230 -0.274
P 1.153 -1.130 -1.583
C 2.969 -0.989 -1.534
C 3.751 -0.855 -2.691
C 5.141 -0.831 -2.578
C 5.734 -0.856 -1.311
C 4.957 -0.887 -0.150
C 3.569 -0.959 -0.260
C 0.785 -2.876 -1.119
C -0.558 -3.245 -0.952
C -0.890 -4.547 -0.575
C 0.128 -5.493 -0.385
C 1.470 -5.138 -0.578
C 1.800 -3.827 -0.943
C 0.580 -1.003 -3.307
C -0.451 -0.093 -3.604
C -0.895 0.029 -4.921
C -0.346 -0.791 -5.912
C 0.617 -1.763 -5.601
C 1.068 -1.885 -4.284
C -0.519 3.278 -1.214
C -0.234 4.399 -2.010
C -1.292 5.160 -2.520
C -2.618 4.789 -2.255
C -2.898 3.669 -1.464
C -1.845 2.923 -0.938
H -1.331 -2.477 -1.002
H -1.943 -4.797 -0.426
H -0.136 -6.513 -0.103
H 2.266 -5.869 -0.413
H 2.845 -3.532 -1.057
H 3.292 -0.811 -3.681
H 5.755 -0.784 -3.482
H 6.820 -0.833 -1.226
H 5.413 -0.889 0.844
H 2.947 -0.996 0.638
H -0.883 0.525 -2.808
H -1.671 0.766 -5.147
H -0.703 -0.691 -6.936
H 1.022 -2.417 -6.379
H 1.806 -2.652 -4.026
H 0.796 4.682 -2.240
H -1.074 6.036 -3.136
H -3.444 5.370 -2.665
H -3.919 3.358 -1.235
H -2.046 2.050 -0.315
H 1.463 1.102 2.074
H 2.211 2.095 4.211
H 2.479 4.583 4.414
H 1.914 6.060 2.468
H 1.130 5.043 0.328
H 3.612 2.533 0.153
H 5.617 2.789 -1.278
H 5.340 3.018 -3.755
H 2.923 2.657 -4.761
H 1.123 2.277 -3.385
H 4.815 1.588 -5.469
H 4.095 1.797 -5.601
Cl -4.139 -0.910 1.503
C -2.841 -0.484 2.655
Cl -2.244 -1.814 3.658
C -1.687 0.052 1.754
O -1.484 1.285 1.771
O -1.087 -0.808 1.010
H -3.216 0.293 3.328
```

Results
Spin multiplicity ... 5
HOMO (spin up / spin down) ... -0.5010 / -0.5296 Eh
Net charge ... +2
Energy ... -90647.578 eV

Here is C38H33Cl3N6O4S3Tc as an isolated structure from the OMol25 dataset. Energies are from ωB97M-V with the def2-TZVPD basis set.

```
88
C38H33Cl3N6O4S3Tc ωB97M-V with the def2-TZVPD basis set
Tc -0.375 0.282 0.367
Cl -7.456 1.331 0.273
C -5.855 0.706 0.300
C -4.780 1.586 0.305
C -3.525 1.019 0.333
Cl -2.077 2.017 0.333
C -3.264 -0.345 0.362
O -2.019 -0.810 0.417
C -4.378 -1.194 0.343
Cl -4.119 -2.895 0.346
C -5.658 -0.671 0.315
H -4.929 2.655 0.287
H -6.509 -1.338 0.301
C 4.120 -2.044 1.728
C 3.128 -2.722 0.864
N 3.160 -3.945 0.464
N 2.034 -4.107 -0.293
C 1.271 -3.007 -0.379
S -0.169 -2.736 -1.138
N 1.993 -2.102 0.357
N 1.605 -0.783 0.595
H 4.870 -2.772 2.027
H 3.648 -1.642 2.628
H 4.619 -1.231 1.197
H 1.841 -4.991 -0.736
H 2.269 -0.160 0.135
H 1.651 -0.611 1.606
O 0.402 4.168 0.647
S 0.942 3.013 1.292
O 0.229 2.420 2.392
N 1.006 1.761 0.169
C 1.374 2.087 -1.162
C 2.320 2.997 -1.575
C 2.554 3.197 -2.951
C 1.856 2.512 -3.907
C 0.869 1.578 -3.517
C 0.058 0.852 -4.415
C -0.908 0.003 -3.937
C -1.063 -0.151 -2.558
N -0.301 0.502 -1.690
C 0.649 1.377 -2.145
C 2.613 3.341 1.737
C 3.502 2.298 1.960
C 4.817 2.587 2.274
C 5.228 3.912 2.383
C 4.327 4.947 2.181
C 3.009 4.667 1.846
H 2.885 3.573 -0.860
H 3.301 3.921 -3.246
H 2.040 2.681 -4.959
H 0.200 0.981 -5.481
H -1.551 -0.556 -4.601
H -1.813 -0.811 -2.146
H 3.164 1.270 1.898
H 5.524 1.787 2.444
H 6.257 4.135 2.628
H 4.650 5.974 2.271
H 2.299 5.461 1.658
O -0.162 -0.227 2.384
S -1.270 0.089 3.429
C -0.350 0.155 4.993
C 1.038 0.702 4.872
C 2.078 -0.176 4.566
C 3.391 0.272 4.576
C 3.668 1.597 4.886
C 2.633 2.476 5.175
C 1.319 2.029 5.168
C -2.174 -1.485 3.667
C -1.297 -2.667 3.934
C -0.675 -3.315 2.870
C 0.166 -4.391 3.110
C 0.385 -4.833 4.409
C -0.257 -4.212 5.468
C -1.098 -3.135 5.232
H -0.321 -0.859 5.381
H -0.994 0.764 5.631
H 1.856 -1.222 4.377
H 4.200 -0.419 4.378
H 4.694 1.942 4.921
H 2.850 3.505 5.429
H 0.515 2.711 5.415
H -2.747 -1.606 2.748
H -2.866 -1.268 4.484
H -0.895 -2.996 1.857
H 0.634 -4.910 2.287
H 1.034 -5.679 4.592
H -0.116 -4.574 6.478
H -1.619 -2.671 6.062
```

Results
Spin multiplicity ... 4
HOMO (spin up / spin down) ... -0.4953 / -0.4947 Eh
Energy relative to the best compared isomer or geometry (same formula, charge and spin) ... 20.73 kcal/mol
Net charge ... +2
Energy ... -129330.255 eV

no.,largest force on an atom (eV/A)
1,1.3
2,7.5
3,0.8